Run a
Density functional theory data (ωB97M-V/def2-TZVPD) for 2 unconnected molecules or ions with the total composition C3H4N2S2.

Values from the calculation:
HOMO level = -8.17 eV
SMILES = NC1=CS1.N=C=S
LUMO level = 0.381 eV
Spin multiplicity = 1
Charge = 0
Frontier orbital gap = 8.55 eV

```
11
Properties=species:S:1:pos:R:3:nbo_charge:R:1
N -1.424 -1.256 -0.950 -0.799
C -1.079 -0.001 -0.735 0.153
C -0.924 1.088 -0.065 -0.334
S 0.171 1.004 -1.598 0.037
H -2.096 -1.705 -0.328 0.409
H -1.412 -1.719 -1.972 0.428
H -0.800 1.628 0.767 0.244
N 2.234 0.062 0.497 -0.663
C 1.819 0.205 1.608 0.190
S 1.768 0.162 3.174 -0.053
H 1.743 0.532 -0.396 0.388
```


Run b
Density functional theory data (ωB97M-V/def2-TZVPD) for a single C3H4N2S2 molecule.

Values from the calculation:
HOMO level = -9.34 eV
SMILES = [H]/N=C1\SCS\C1=N/[H]
LUMO level = 0.243 eV
Spin multiplicity = 1
Charge = 0
Frontier orbital gap = 9.58 eV

```
11
Properties=species:S:1:pos:R:3:nbo_charge:R:1
H 2.164 -1.867 -1.095 0.330
N 1.421 -1.963 -0.311 -0.549
C 0.749 -0.876 -0.257 -0.020
S 0.646 0.323 -1.420 0.344
C -0.314 1.394 -0.311 -0.666
S -1.621 0.276 0.440 0.205
C -0.315 -0.824 0.834 0.070
N -0.076 -1.417 1.892 -0.552
H -0.744 -1.269 2.593 0.346
H 0.133 1.880 0.640 0.247
H -0.973 2.062 -0.845 0.244
```


Short version: run b is the most stable of them.


Run a
Density functional theory data (ωB97M-V/def2-TZVPD) for a single C3H6N2S2 molecule.

Values from the calculation:
HOMO level = -8.80 eV
SMILES = C/N=C(/N)C(=S)S
LUMO level = -0.616 eV
Spin multiplicity = 1
Charge = 0
Frontier orbital gap = 8.19 eV

```
13
Properties=species:S:1:pos:R:3:nbo_charge:R:1
C 1.058 -1.514 -0.530 -0.453
N 1.295 -0.145 0.012 -0.467
C 0.340 0.553 0.381 0.368
N 0.558 1.721 1.085 -0.820
C -1.185 0.308 0.116 -0.383
S -2.107 -0.521 1.179 0.055
S -1.645 0.624 -1.517 0.126
H 0.021 -1.708 -0.880 0.190
H 1.853 -1.709 -1.411 0.209
H 1.437 -2.110 0.429 0.220
H 1.423 2.110 1.358 0.402
H -0.161 2.479 1.198 0.390
H -2.888 -0.087 -1.421 0.164
```


Run b
Density functional theory data (ωB97M-V/def2-TZVPD) for a single C3H6N2S2 molecule.

Values from the calculation:
HOMO level = -8.08 eV
SMILES = CN/N=C/SC=S
LUMO level = -0.133 eV
Spin multiplicity = 1
Charge = 0
Frontier orbital gap = 7.95 eV

```
13
Properties=species:S:1:pos:R:3:nbo_charge:R:1
C -2.302 0.055 -0.244 -0.479
N -1.029 -0.809 0.057 -0.417
N 0.248 -0.277 -0.028 -0.280
C 0.647 0.909 0.316 -0.226
S 2.172 1.299 -0.199 0.314
C 2.949 -0.366 -0.045 -0.458
S 4.462 -0.429 -0.058 0.157
H -2.583 0.617 -1.105 0.203
H -2.567 0.923 0.620 0.194
H -3.097 -0.851 -0.034 0.216
H -1.091 -1.530 -0.519 0.351
H -0.128 1.545 0.918 0.211
H 2.318 -1.087 0.321 0.214
```


Short version: run a is the most stable of them.


Run a
Density functional theory data (ωB97M-V/def2-TZVPD) for a single C3H6N2S2 molecule.

Values from the calculation:
HOMO level = -8.53 eV
SMILES = C1=NSCCSN1
LUMO level = 0.666 eV
Spin multiplicity = 1
Charge = 0
Frontier orbital gap = 9.20 eV

```
13
Properties=species:S:1:pos:R:3:nbo_charge:R:1
C 0.068 2.049 -0.202 0.261
N -1.078 1.661 -0.431 -0.599
S -2.050 0.191 -0.326 0.350
C -0.950 -1.488 -0.323 -0.513
C 0.339 -1.233 0.328 -0.600
S 1.469 -0.258 -0.742 0.423
N 1.144 1.119 0.142 -0.849
H 0.442 3.140 -0.036 0.179
H -1.645 -2.053 0.288 0.227
H -0.769 -1.893 -1.398 0.232
H 0.339 -0.480 1.283 0.269
H 0.816 -2.356 0.764 0.226
H 1.876 1.600 0.654 0.393
```


Run b
Density functional theory data (ωB97M-V/def2-TZVPD) for a single C3H6N2S2 molecule.

Values from the calculation:
HOMO level = -9.05 eV
SMILES = CNN(C=S)C=S
LUMO level = -0.990 eV
Spin multiplicity = 1
Charge = 0
Frontier orbital gap = 8.06 eV

```
13
Properties=species:S:1:pos:R:3:nbo_charge:R:1
C -0.915 -0.853 -1.292 -0.443
N -0.679 0.429 -0.613 -0.444
N 0.194 0.301 0.412 -0.295
C 1.534 0.640 0.196 -0.114
S 2.506 0.990 -1.080 -0.025
C -0.292 -0.008 1.675 -0.124
S -1.778 0.081 2.261 0.042
H -1.827 -1.255 -0.564 0.221
H 0.154 -1.464 -1.069 0.193
H -1.253 -0.699 -2.354 0.232
H -0.081 1.139 -1.148 0.368
H 1.925 0.873 1.189 0.190
H 0.511 -0.174 2.388 0.198
```


Run c
Density functional theory data (ωB97M-V/def2-TZVPD) for 2 unconnected molecules or ions with the total composition C3H6N2S2.

Values from the calculation:
HOMO level = -8.66 eV
SMILES = CSN=C=N.C=S
LUMO level = -0.487 eV
Spin multiplicity = 1
Charge = 0
Frontier orbital gap = 8.17 eV

```
13
Properties=species:S:1:pos:R:3:nbo_charge:R:1
C 1.156 -1.809 -0.520 -0.697
S 0.791 -0.476 0.776 0.389
N 1.334 0.932 -0.020 -0.694
C 1.633 2.096 0.237 0.652
N 2.128 3.218 0.402 -0.723
H 2.216 -1.522 -0.864 0.255
H 0.317 -1.918 -1.110 0.217
H 1.118 -2.663 0.136 0.222
H 1.544 4.009 0.200 0.390
C -2.966 -0.366 0.259 -0.488
S -4.407 -1.009 0.602 0.088
H -2.912 0.470 -0.457 0.190
H -1.951 -0.964 0.360 0.200
```


Short version: run a is the most stable of them.